Record 1
26
Properties=species:S:1:pos:R:3:lowdin_charge:R:1 method="wB97M-V/def2-TZVPD" smiles=OCCO.OCCO.O.O homo_lumo_gap_ev=10.16 largest_force_ev_per_a=3.116 multiplicity=1 de_lowest_kcal_mol=63.7 charge=0 total_energy_ha=-613.3738 lumo_ev=0.4
O -2.89461 -3.10498 1.79788 -0.11
C -3.12041 -1.70007 2.27786 -0.15
C -3.07970 -0.69284 1.05794 -0.24
O -2.09368 -1.02839 0.12944 -0.07
H -1.95853 -3.19220 1.60358 0.07
H -4.02107 -1.63513 2.88835 0.11
H -2.20883 -1.55070 2.85647 0.11
H -3.03063 0.26155 1.58216 0.12
H -3.98355 -0.72068 0.44936 0.12
H -2.51271 -1.74530 -0.35227 0.10
O 1.36705 -0.68921 -1.68108 -0.07
C 1.31750 0.58491 -2.28475 -0.23
C 2.61727 1.38121 -2.11118 -0.21
O 3.03520 1.72686 -0.77740 -0.06
H 2.12746 -1.14205 -2.05299 0.10
H 1.07012 0.50999 -3.34367 0.12
H 0.49367 1.08172 -1.77233 0.13
H 2.61783 2.17330 -2.85997 0.12
H 3.45523 0.80675 -2.50606 0.11
H 3.63795 2.45883 -0.92740 0.10
O 0.46212 0.25225 0.92462 -0.04
H -0.34655 -0.21878 0.72359 0.01
H 1.01778 0.11331 0.15770 0.01
O 2.08003 2.30046 1.67289 -0.08
H 1.38887 1.63833 1.68368 -0.02
H 2.56222 2.13087 0.86359 -0.03

Record 2
126
Properties=species:S:1:pos:R:3:lowdin_charge:R:1 method="wB97M-V/def2-TZVPD" homo_lumo_gap_ev=7.77 largest_force_ev_per_a=1.424 multiplicity=1 de_lowest_kcal_mol=10.2 charge=0 total_energy_ha=-7599.7977 lumo_ev=-0.1
Hf 0.72309 -0.44723 0.69299 1.60
Cl 2.02463 -1.49062 -2.41304 0.76
C 1.71728 -2.81705 -1.31897 -0.69
C 1.12184 -2.54912 -0.08341 -0.31
C 0.85850 -3.67994 0.68577 -0.69
Cl 0.00306 -3.43398 2.17787 0.77
C 1.21631 -4.97266 0.32582 -0.72
Cl 0.88876 -6.29675 1.37136 0.70
C 1.83779 -5.17677 -0.90178 -0.73
Cl 2.28697 -6.76330 -1.38835 0.70
C 2.07334 -4.09163 -1.74322 -0.73
Cl 2.79997 -4.33561 -3.28662 0.69
C -2.49720 5.21143 -0.58046 -0.08
C -2.84927 3.88139 -0.38992 -0.08
C -1.95926 3.01383 0.23015 -0.09
C -0.70957 3.46661 0.67096 -0.33
C -0.35716 4.79741 0.45552 -0.09
C -1.25147 5.66446 -0.16322 -0.08
P 0.28607 2.20715 1.56143 1.11
C 1.94838 2.96655 1.69585 -0.34
C 2.56894 3.47062 0.54746 -0.12
C 3.86288 3.97408 0.60884 -0.09
C 4.56184 3.95445 1.80900 -0.09
C 3.95888 3.43883 2.94831 -0.07
C 2.65987 2.94999 2.89346 -0.07
C -0.34693 2.37769 3.28777 -0.25
C -0.52778 3.65744 3.82274 -0.07
C -0.99124 3.84045 5.11124 -0.06
C -1.21816 2.73421 5.91630 -0.02
C -1.02437 1.46510 5.41095 -0.14
C -1.01522 0.25564 6.32434 -0.21
C -1.65660 -0.92242 5.64716 -0.01
C -1.38106 -1.14040 4.37110 -0.02
C -0.55527 -0.17806 3.53673 -0.38
C -0.63494 1.25808 4.07822 -0.08
H -3.19116 5.89579 -1.05490 0.10
H -3.81291 3.51280 -0.72842 0.10
H -2.23396 1.97040 0.38114 0.07
H 0.61144 5.16372 0.77154 0.10
H -0.97187 6.70012 -0.31871 0.10
H 2.02882 3.47665 -0.39275 0.10
H 4.32685 4.38030 -0.28359 0.10
H 5.57360 4.34309 1.85628 0.10
H 4.49896 3.41988 3.88811 0.11
H 2.19933 2.54319 3.78588 0.11
H -0.30223 4.52304 3.21704 0.10
H -1.14934 4.84162 5.49509 0.11
H -1.52612 2.85677 6.94955 0.12
H -1.43478 0.47911 7.29629 0.13
H -2.27132 -1.60456 6.22617 0.11
H -1.76201 -2.01800 3.85744 0.10
O 0.93749 1.09483 -0.91409 -0.20
C -0.08952 0.62188 -1.51505 -0.65
O -0.71859 -0.32960 -0.95789 -0.12
C -0.47891 1.16338 -2.86063 -0.14
C -1.98700 1.34300 -3.10727 -0.22
Ge -3.17596 -0.22730 -3.28902 1.04
C -2.92240 -1.99914 -2.50929 -0.26
C -4.08856 -2.74389 -2.32007 -0.10
C -4.02285 -4.07181 -1.91116 -0.08
C -2.78966 -4.67269 -1.68932 -0.08
C -1.62254 -3.94250 -1.87931 -0.06
C -1.68921 -2.61547 -2.28726 -0.11
C -3.07005 -0.58003 -5.22315 -0.25
C -1.97353 -1.34497 -5.64081 -0.11
C -1.74571 -1.60610 -6.98727 -0.09
C -2.62202 -1.11279 -7.94703 -0.10
C -3.71639 -0.35484 -7.55256 -0.09
C -3.93314 -0.08627 -6.20407 -0.10
C -4.88458 0.45679 -2.62184 -0.27
C -4.90973 0.72990 -1.24920 -0.12
C -6.03895 1.28007 -0.65329 -0.09
C -7.16504 1.56306 -1.42007 -0.09
C -7.15942 1.28329 -2.78000 -0.09
C -6.02706 0.73360 -3.37612 -0.10
H -0.06915 0.46593 -3.60175 0.11
H 0.05799 2.10586 -2.96573 0.12
H -2.11552 1.81761 -4.08089 0.08
H -2.42031 2.01102 -2.35852 0.05
H -5.05853 -2.28295 -2.48245 0.10
H -4.93591 -4.63749 -1.76769 0.10
H -2.73702 -5.70681 -1.36831 0.10
H -0.65631 -4.40686 -1.70869 0.09
H -0.76762 -2.05624 -2.41835 0.06
H -1.29337 -1.76398 -4.90142 0.09
H -0.88990 -2.20172 -7.28577 0.10
H -2.45250 -1.31969 -8.99800 0.10
H -4.40508 0.03029 -8.29638 0.10
H -4.78326 0.52621 -5.92739 0.08
H -4.04352 0.49544 -0.63130 0.09
H -6.04215 1.48357 0.41306 0.10
H -8.04657 1.99270 -0.95724 0.10
H -8.03866 1.48955 -3.38018 0.10
H -6.05071 0.51173 -4.43618 0.08
C 7.37174 -1.33124 0.82722 -0.07
C 6.30867 -1.90496 -0.10435 -0.21
N 4.92829 -1.59443 0.28566 -0.05
C 4.19577 -2.65405 0.98993 -0.19
C 4.92013 -3.16248 2.22297 -0.08
C 4.32275 -0.44499 -0.07241 -0.40
C 5.10423 0.50964 -0.94480 0.01
N 3.08793 -0.19723 0.22371 0.04
H 8.36789 -1.62721 0.48373 0.08
H 7.23460 -1.69780 1.84603 0.07
H 7.33271 -0.24003 0.85721 0.06
H 6.39304 -2.98964 -0.11701 0.12
H 6.49052 -1.57643 -1.12417 0.11
H 4.03027 -3.47962 0.29000 0.12
H 3.22558 -2.26179 1.26792 0.08
H 5.87116 -3.64171 1.97465 0.07
H 4.29510 -3.89641 2.72943 0.04
H 5.10514 -2.34831 2.92891 0.08
H 5.38333 0.01705 -1.87829 0.09
H 6.01319 0.86945 -0.46007 0.08
H 4.48331 1.36552 -1.18828 0.08
H 2.81181 0.70123 -0.14569 0.01
N -2.26143 0.07414 1.78535 0.08
C -1.05882 -0.25152 2.06658 -0.40
H -2.80595 0.32460 2.62041 0.06
O 1.59983 -0.08015 2.47833 -0.34
N 0.81172 -0.73448 3.44179 -0.17
C 1.41003 -1.25451 4.60153 -0.23
C 2.21890 -2.44009 4.54293 -0.16
N 2.86054 -3.39591 4.50053 0.17
C 1.09674 -0.63742 5.75332 0.00
N 0.48648 0.07040 6.50737 0.19

Record 3
51
Properties=species:S:1:pos:R:3:lowdin_charge:R:1 method="wB97M-V/def2-TZVPD" homo_lumo_gap_ev="6.47 / 6.14" s2=6.02 largest_force_ev_per_a=0.485 multiplicity=5 de_lowest_kcal_mol=0.0 charge=0 total_energy_ha=-9113.2864 lumo_ev="-0.2 / -1.8"
Ir 0.67641 -2.23106 -0.97873 0.65
N -3.45274 4.49654 0.75646 0.09
C -3.10997 3.15557 0.90554 -0.32
C -1.78198 2.78953 1.13495 -0.04
C -1.43307 1.45739 1.24570 -0.06
C -2.41031 0.47528 1.12484 -0.29
C -3.73251 0.82594 0.89110 -0.06
C -4.07905 2.16095 0.78314 -0.03
S -1.94405 -1.21226 1.24581 0.57
O -3.12898 -1.97933 1.49538 -0.29
O -0.83295 -1.29612 2.15663 -0.33
N -1.31067 -1.57397 -0.20543 -0.25
C -2.04243 -1.76213 -1.32579 -0.49
N -3.33555 -1.46747 -1.47620 0.15
C -3.84564 -1.72807 -2.67090 -0.11
C -3.11778 -2.26919 -3.72750 -0.06
C -1.78241 -2.52061 -3.48234 -0.12
N -1.24647 -2.26638 -2.29830 -0.01
H -2.83013 5.15211 1.19947 0.09
H -4.42091 4.71491 0.92565 0.09
H -1.02806 3.56259 1.23322 0.11
H -0.40959 1.16006 1.42568 0.10
H -4.47505 0.04635 0.79772 0.11
H -5.11020 2.44087 0.60438 0.11
H -4.89525 -1.48475 -2.79822 0.11
H -3.56803 -2.47460 -4.68577 0.10
H -1.12058 -2.93085 -4.23651 0.12
Se 2.56252 -2.56124 -2.35592 -0.01
Se 3.76110 -4.44839 -1.76081 -0.18
Te 2.51879 -5.59942 0.11872 0.33
Se 0.50489 -4.20138 0.38691 -0.02
C 4.57904 -0.36908 1.18342 -0.04
N 3.13082 -0.44338 1.23368 -0.13
C 2.59550 -1.58805 1.95662 -0.05
C 2.33171 0.23900 0.38724 -0.51
O 1.23621 -0.20853 -0.01161 -0.14
N 2.73899 1.46906 -0.03039 -0.13
C 1.97026 2.09518 -1.09619 -0.03
C 3.42897 2.39389 0.85310 -0.05
H 4.97032 -1.35807 0.92992 0.10
H 4.99411 -0.07147 2.14901 0.09
H 4.90711 0.32745 0.41709 0.09
H 3.03812 -1.60144 2.95418 0.10
H 2.84910 -2.52163 1.44698 0.04
H 1.51522 -1.50544 2.05655 0.06
H 1.73013 1.37023 -1.86939 0.09
H 2.57809 2.88915 -1.52894 0.09
H 1.03506 2.52001 -0.71948 0.09
H 3.63831 1.92836 1.81247 0.09
H 2.78814 3.26129 1.03443 0.09
H 4.36541 2.74260 0.41242 0.09

Record 4
25
Properties=species:S:1:pos:R:3:lowdin_charge:R:1 method="wB97M-V/def2-TZVPD" homo_lumo_gap_ev="5.41 / 6.94" s2=4.06 largest_force_ev_per_a=2.556 multiplicity=4 charge=-1 total_energy_ha=-4028.8290 lumo_ev="-0.2 / 1.3"
Mn 0.61113 0.92635 -0.48902 0.15
S 3.24616 3.99643 -3.16440 -0.21
Sb 3.01860 3.25501 -1.07050 -0.11
S 2.71697 0.83020 -1.09303 0.13
S 0.61764 3.07075 -0.51578 0.23
S 4.20237 3.97400 0.67639 -0.20
O -3.82602 1.11313 2.97703 0.17
C -2.93063 0.85049 2.23242 -0.23
C -1.46513 0.59857 2.60391 -0.27
O -1.03109 0.50847 3.72290 0.13
C -0.72467 0.45086 1.33461 -0.26
C -1.59033 0.63389 0.24853 -0.34
O -1.24152 0.66747 -1.01515 -0.18
C -2.99843 0.74232 0.71045 -0.26
O -3.98766 0.69086 0.03126 0.15
O 0.60101 0.25154 1.18629 -0.14
C -0.84476 -2.43468 -0.96619 -0.36
S 0.58518 -1.53224 -1.56221 0.79
C 1.90860 -2.55344 -0.91732 -0.38
H -0.94750 -3.36927 -1.51579 0.04
H -1.71536 -1.80911 -1.15196 0.04
H -0.75427 -2.63605 0.10150 0.05
H 1.70250 -2.82161 0.11876 0.05
H 2.81747 -1.95558 -0.95737 0.00
H 2.02974 -3.44834 -1.52533 0.04

Record 5
19
Properties=species:S:1:pos:R:3:lowdin_charge:R:1 method="wB97M-V/def2-TZVPD" homo_lumo_gap_ev=10.00 largest_force_ev_per_a=1.891 multiplicity=1 de_lowest_kcal_mol=28.2 charge=0 total_energy_ha=-381.4699 lumo_ev=0.6
C 1.61856 1.63380 2.78238 -0.11
C 0.93093 0.41433 2.17046 -0.31
N 0.20004 0.82249 0.97334 0.00
C -0.60814 -0.01531 0.48145 -0.30
N -0.79548 -1.34552 0.85471 0.09
H 1.86836 1.50712 3.82905 0.06
H 2.60840 1.82989 2.34550 0.07
H 0.98143 2.49346 2.62229 0.06
H 1.64607 -0.39767 2.09590 0.11
H 0.12687 0.12712 2.86614 0.10
H -1.06778 0.15035 -0.48859 0.11
H -0.66239 -1.58376 1.81692 0.07
H -1.57200 -1.75859 0.37828 0.08
O -2.67743 -3.03442 -5.47886 -0.06
H -2.56084 -3.92014 -5.12753 0.03
H -2.08509 -2.44616 -5.00350 0.03
O 0.44338 1.60885 -2.58515 -0.08
H 0.40386 1.78970 -1.63784 0.01
H 1.20123 2.12443 -2.89496 0.04

Record 6
14
Properties=species:S:1:pos:R:3:lowdin_charge:R:1 method="wB97M-V/def2-TZVPD" homo_lumo_gap_ev=8.56 largest_force_ev_per_a=3.484 multiplicity=1 de_lowest_kcal_mol=50.0 charge=+1 total_energy_ha=-751.4332 lumo_ev=-5.1
N -0.44761 -1.81969 1.29149 0.11
N -1.21302 -0.79358 1.43636 -0.01
N -1.55322 0.03195 0.52096 0.09
C -0.72433 0.41396 -0.48819 -0.42
N -1.11798 1.27970 -1.36049 0.22
C 0.74604 0.10563 -0.35217 -0.74
N 1.76110 0.85172 0.23923 0.15
S 0.99187 -1.24802 -1.25982 0.85
H -0.55623 -2.48425 2.09728 0.17
H 0.29300 -1.98944 0.59607 0.01
H -2.12008 1.35615 -1.42383 0.15
H -0.39543 1.87270 -1.85713 0.19
H 2.71158 0.69785 -0.12165 0.13
H 1.62431 1.72531 0.68189 0.11